27
Properties=species:S:1:pos:R:3 method="wB97M-V/def2-TZVPD" total_charge=+1 homo_ev=-12.1 lumo_energy_ev=-4.64
S -1.01408 -3.69765 4.01523
C -0.78458 -2.94543 2.43971
C -0.96909 -1.60372 2.20102
C -0.78425 -1.10639 0.91926
C -0.43061 -1.94980 -0.13717
C -0.20387 -1.39279 -1.50980
C 1.00286 -0.44550 -1.50436
C 0.66776 1.09537 -1.28728
O 1.24302 0.28971 -2.57053
C -0.27737 -3.28441 0.14713
N -0.45514 -3.73598 1.39896
H 0.27719 -3.64905 4.36155
H -1.25474 -0.94827 3.00786
H -0.90584 -0.04906 0.72163
H -1.05257 -0.79299 -1.81761
H 0.02905 -2.18441 -2.22454
H 1.90015 -0.79091 -0.97256
H 1.53210 1.17307 -0.57488
H 0.90508 2.07657 -1.68804
H -0.01235 -3.99995 -0.61600
H -0.33336 -4.72433 1.59013
C -0.02695 5.82549 -1.23674
C 0.50404 4.69601 -0.48796
N 0.92732 3.80889 0.10235
H 0.77869 6.32491 -1.77089
H -0.76923 5.47788 -1.95248
H -0.49322 6.53273 -0.55399


94
Properties=species:S:1:pos:R:3 method="wB97M-V/def2-TZVPD" total_charge=-2 homo_ev=-0.3 lumo_energy_ev=4.01
Fe -0.04346 0.92324 0.34247
C -0.51104 0.37171 4.64922
C -0.46395 0.14409 3.27507
N 0.06082 0.99296 2.42140
C 0.47509 2.18291 2.90547
C 0.51928 2.48997 4.27286
C 0.01342 1.53514 5.15753
C 1.02438 3.76778 4.67850
C 1.39772 4.68458 3.76521
C 1.26096 4.43823 2.36302
C 1.49700 5.40391 1.37567
C 1.22203 5.09924 0.07289
C 0.71035 3.83516 -0.25251
N 0.50471 2.90176 0.65320
C 0.77543 3.19960 1.93781
H -0.96742 -0.37086 5.29119
H -0.86717 -0.76553 2.85658
H -0.00317 1.74242 6.22117
H 1.07504 3.98770 5.73920
H 1.75993 5.65673 4.07979
H 1.85516 6.38756 1.65999
H 1.34994 5.82677 -0.71713
H 0.41983 3.60513 -1.26254
C 4.25956 0.51954 0.84863
C 4.70711 0.93629 -0.40101
C 3.77568 1.21844 -1.38933
C 2.40925 1.07533 -1.13296
C 1.92058 0.66810 0.12212
C 2.89783 0.39687 1.09220
C 1.38103 1.33184 -2.16212
C 1.74075 1.70527 -3.48229
C 0.78002 1.90242 -4.41901
C -0.56890 1.70910 -4.07642
C -1.61088 1.86606 -5.01865
C -2.90749 1.64305 -4.65746
C -3.20764 1.25584 -3.33642
C -2.21953 1.11129 -2.40683
C -0.86893 1.34085 -2.74358
N 0.11567 1.17291 -1.79337
H 4.97658 0.30243 1.63676
H 5.76704 1.05187 -0.59941
H 4.13561 1.55172 -2.35615
H 2.58466 0.09690 2.09081
H 2.78223 1.83433 -3.73518
H 1.03671 2.19607 -5.43236
H -1.35279 2.17012 -6.02757
H -3.70653 1.78566 -5.37438
H -4.23763 1.12893 -3.02669
H -2.44976 0.88941 -1.37175
S -5.15543 3.17146 0.52895
As -3.03265 3.40078 0.68431
S -2.30753 1.25411 0.84954
S -2.20865 4.33870 -1.08566
S -2.32174 4.36467 2.48136
C -2.82496 -4.25460 -0.07757
Si -2.59694 -2.42969 0.36228
C -3.85763 -1.51161 -0.66397
C -3.07807 -2.26196 2.17183
As -0.39573 -1.51150 0.08022
Si 0.95216 -2.99236 1.37700
C 0.23183 -4.72107 1.62817
C 1.26291 -2.43747 3.14700
C 2.63989 -3.20370 0.56710
Si 0.18814 -2.42634 -2.05267
C 0.11271 -4.31781 -2.14255
C 1.94995 -1.99773 -2.55930
C -0.97288 -1.81470 -3.39596
H -3.89060 -4.45722 0.08612
H -2.25272 -4.94188 0.54781
H -2.60592 -4.47218 -1.12469
H -4.84698 -1.92898 -0.43775
H -3.69137 -1.60679 -1.74129
H -3.85860 -0.44985 -0.39122
H -4.00941 -2.81602 2.33582
H -3.25414 -1.20466 2.40265
H -2.32678 -2.66054 2.86454
H -0.63584 -4.69313 2.29636
H 1.00874 -5.32483 2.11458
H -0.06406 -5.22849 0.71159
H 0.35429 -2.48389 3.75543
H 1.67008 -1.42771 3.23017
H 1.98895 -3.13994 3.57438
H 2.64003 -4.04585 -0.13361
H 3.38337 -3.40771 1.34666
H 2.95816 -2.30518 0.03593
H 0.44880 -4.82409 -1.23762
H 0.77513 -4.62743 -2.96113
H -0.89333 -4.67143 -2.37813
H 2.63331 -2.81847 -2.32694
H 2.33249 -1.09101 -2.08795
H 1.95755 -1.84298 -3.64483
H -1.96221 -1.52955 -3.03183
H -1.09293 -2.61249 -4.13923
H -0.55646 -0.93773 -3.89956


17
Properties=species:S:1:pos:R:3 method="wB97M-V/def2-TZVPD" s_squared=2.0067 multiplicity=3 total_charge=0 homo_ev="-5.9 / -9.2" lumo_energy_ev="0.83 / -3.39"
C 1.77929 1.67764 -2.00974
C 1.00449 1.47154 -0.95990
C -1.54795 -0.00600 -0.70363
C 0.13898 -2.00931 1.88088
C -0.48466 -0.46684 0.22767
O -0.74908 -1.57733 0.87252
S 1.16536 0.03674 0.06238
Br -1.38445 1.21049 2.52383
H 1.70379 2.58316 -2.58771
H 2.51271 0.95553 -2.32952
H 0.27470 2.17916 -0.59655
H -1.35373 -0.36989 -1.71610
H -1.60918 1.07870 -0.73557
H -2.49900 -0.39902 -0.35057
H 0.26760 -1.20698 2.61470
H 1.11018 -2.28405 1.46024
H -0.32906 -2.87354 2.34708


11
Properties=species:S:1:pos:R:3 method="wB97M-V/def2-TZVPD" total_charge=0 homo_ev=-9.5 lumo_energy_ev=0.42
C 0.03032 -0.24113 1.27752
C -0.91605 0.60882 -0.34683
N -0.27819 1.61895 -0.98286
N 0.22371 -0.46468 0.03064
O -2.08133 0.33732 -0.50051
H -0.79977 2.18678 -1.63000
H 0.72302 1.57316 -1.06833
H 1.19879 -2.30365 -0.32322
H 1.82246 -2.76782 -0.30771
H -0.83699 -0.19289 1.94115
H 0.91402 -0.35486 1.91015


97
Properties=species:S:1:pos:R:3 method="wB97M-V/def2-TZVPD" s_squared=0.7535 multiplicity=2 total_charge=+1 homo_ev="-9.7 / -9.7" lumo_energy_ev="-2.79 / -2.82"
Ti -0.89673 1.60037 0.70196
C -2.66877 5.53666 1.76598
C -1.78287 4.34382 1.62831
N -2.02349 3.39601 0.80378
N -3.08023 3.46466 -0.06659
C -2.64321 3.07799 -1.25223
N -3.52498 3.03676 -2.25978
S -0.96810 2.69446 -1.60276
C -0.43198 4.24341 2.22956
C 0.04836 5.12681 3.18397
C 1.39240 5.08910 3.52173
C 2.22045 4.17993 2.88615
C 1.65312 3.29789 1.98183
N 0.35981 3.30559 1.66945
H -2.95663 5.87924 0.77252
H -3.59005 5.26468 2.28424
H -2.19048 6.35075 2.30161
H -4.47431 3.32743 -2.10012
H -3.21061 2.83158 -3.18971
H -0.61438 5.84407 3.64347
H 1.78860 5.77675 4.25680
H 3.28150 4.14193 3.08585
H 2.26669 2.55657 1.48281
C 3.02560 -1.68019 -2.61566
N 1.62876 -1.38324 -2.28666
P 0.78207 -0.29912 -3.39716
C 1.27780 -1.04518 -4.99380
C 1.98320 -0.23793 -5.88019
C 2.40619 -0.73518 -7.10779
C 2.12649 -2.04692 -7.45125
C 1.42039 -2.86245 -6.57162
C 0.99514 -2.36351 -5.35300
C -0.91230 -0.97337 -3.22343
C -1.21199 -2.24781 -2.74403
C -2.52690 -2.68423 -2.67603
C -3.55786 -1.85539 -3.09263
C -3.26910 -0.58957 -3.57980
C -1.95558 -0.14902 -3.63887
P 1.17288 -1.08323 -0.66760
C 0.92290 -2.75587 0.03238
C 1.38644 -3.91555 -0.58738
C 1.17678 -5.15795 -0.00619
C 0.49698 -5.25913 1.19979
C 0.00606 -4.11426 1.80996
C 0.21060 -2.87294 1.22399
C 2.76608 -0.59354 0.10545
C 3.21234 0.70327 -0.17517
C 4.36635 1.20334 0.41063
C 5.08770 0.41866 1.30333
C 4.65896 -0.87067 1.58689
C 3.50669 -1.37682 0.99003
H 3.07832 -2.14309 -3.60027
H 3.44503 -2.37410 -1.88706
H 3.65746 -0.78563 -2.62342
H 2.20137 0.78803 -5.60701
H 2.95076 -0.09757 -7.79163
H 2.45202 -2.43793 -8.40640
H 1.19641 -3.88552 -6.84426
H 0.43426 -2.99851 -4.67764
H -0.41540 -2.90653 -2.42442
H -2.74570 -3.67159 -2.29008
H -4.58388 -2.19440 -3.03464
H -4.07332 0.05788 -3.90573
H -1.73169 0.84677 -4.00230
H 1.88716 -3.85139 -1.54318
H 1.53848 -6.05039 -0.49985
H 0.32890 -6.22954 1.64780
H -0.56525 -4.19287 2.72672
H -0.22972 -1.98857 1.66651
H 2.64233 1.32205 -0.86480
H 4.70646 2.20221 0.16809
H 5.98838 0.80438 1.76227
H 5.23557 -1.49635 2.25746
H 3.19493 -2.39452 1.19928
C -2.73648 -0.87613 5.45124
N -2.92825 -0.09557 4.23737
C -4.28867 0.17355 3.77955
C -1.89521 0.37562 3.51166
N -2.00682 1.19799 2.52214
N -0.64176 -0.08468 3.88853
C 0.51534 0.02485 3.14952
N 1.61546 -0.47455 3.76611
N 0.54226 0.57872 1.98743
H -3.68849 -0.94864 5.96717
H -2.04403 -0.38620 6.13961
H -2.39479 -1.89362 5.23899
H -4.95610 -0.54187 4.25069
H -4.36098 0.02565 2.70135
H -4.61332 1.18312 4.04288
H -2.97439 1.43865 2.33446
H -0.59956 -0.68207 4.69535
H 1.51300 -1.07923 4.56386
H 2.42503 -0.66073 3.18804
H 1.48213 0.53489 1.59999
O -3.20997 -1.28466 0.84478
N -2.18560 -0.81621 0.41653
O -2.29845 0.42967 -0.04571


12
Properties=species:S:1:pos:R:3 method="wB97M-V/def2-TZVPD" total_charge=-2 homo_ev=0.5 lumo_energy_ev=5.81
C -0.55882 -1.63635 0.12647
C 1.76323 0.27046 0.05009
C -0.79435 1.01392 0.15529
C -0.14505 -0.25268 -0.41862
O -0.81148 -1.76839 1.31853
O -0.71352 -2.45884 -0.82059
O 2.47018 -0.48875 0.72443
S 2.02491 1.78826 -0.49833
H -0.12378 1.47943 0.91898
H -1.21711 1.76413 -0.61675
H -1.68798 0.60870 0.59070
H -0.20623 -0.31989 -1.53020


4
Properties=species:S:1:pos:R:3 method="wB97M-V/def2-TZVPD" total_charge=+3 homo_ev=-29.1 lumo_energy_ev=-25.67
Tl -3.04720 -1.60178 0.70620
O 0.70836 0.42560 -0.02011
H 0.70321 0.89600 -0.85374
H 1.63562 0.28017 0.16765


43
Properties=species:S:1:pos:R:3 method="wB97M-V/def2-TZVPD" smiles="CC(C)[C@H](NC(=O)[C@@H](N)Cc1c[nH]c2ccccc12)C(=O)O" total_charge=0 homo_ev=-8.5 lumo_energy_ev=0.37
C -2.22882 -0.86241 0.98481
C -1.19958 -1.87719 1.31043
C -0.50465 -1.47358 2.59358
C -0.20528 -1.95251 0.15495
N -0.78168 -2.49659 -1.08081
C -0.93104 -1.85676 -2.38356
O -1.76395 -2.38860 -3.09508
C -0.22945 -0.54536 -2.74383
N -0.24309 -0.31913 -4.15562
C -0.57423 0.77445 -1.89874
C 0.50463 1.14324 -1.01287
C 1.83636 0.71791 -1.08355
N 2.48239 1.25807 0.00629
C 1.67548 2.03664 0.71000
C 1.91427 2.75016 1.92721
C 0.92788 3.62934 2.26897
C -0.34799 3.69727 1.79213
C -0.59819 2.78842 0.72973
C 0.38811 1.96747 0.11071
C 1.12341 -2.59211 0.50196
O 1.29117 -3.80652 0.39007
O 2.08621 -1.75887 0.90442
H -1.75768 0.14066 1.11935
H -2.49577 -0.96358 -0.07310
H -3.18153 -0.93804 1.58833
H -1.65818 -2.88467 1.39525
H 0.29388 -0.69033 2.32885
H -1.27786 -1.11654 3.29108
H 0.11204 -2.32796 2.93008
H -0.02990 -0.91091 -0.10109
H -1.39528 -3.39625 -0.99313
H 0.90347 -0.61574 -2.51981
H -1.09432 -0.57326 -4.57757
H 0.45499 -0.92754 -4.55257
H -1.52751 0.60487 -1.35142
H -0.79016 1.67739 -2.51045
H 2.18361 0.03323 -1.81362
H 3.37151 1.04651 0.40511
H 2.91080 2.51289 2.43659
H 1.04893 4.22141 3.21103
H -1.21693 4.26925 2.20012
H -1.54991 2.86021 0.09255
H 2.07388 -0.85492 0.56325


90
Properties=species:S:1:pos:R:3 method="wB97M-V/def2-TZVPD" s_squared=2.0066 multiplicity=3 total_charge=+1 homo_ev="-10.9 / -10.8" lumo_energy_ev="-2.47 / -4.28"
Pd 0.64398 1.18417 -0.35735
N 4.86246 0.16038 0.77162
C 5.49506 1.42683 1.18228
C 4.54684 2.21034 2.09585
C 3.28110 2.72980 1.39892
N 2.28020 1.64132 1.18060
C 3.66838 3.48679 0.12914
C 4.63359 2.77429 -0.81313
N 3.92767 1.70325 -1.59754
C 5.84835 2.22867 -0.07051
H 4.66445 -0.41495 1.58497
H 5.50344 -0.38665 0.20501
H 3.77027 0.85261 -1.03856
H 6.42304 1.25051 1.73578
H 5.09184 3.06799 2.49766
H 4.27344 1.59394 2.95728
H 2.79614 3.44962 2.05951
H 1.86786 1.42256 2.08260
H 2.80141 0.80536 0.90827
H 4.18221 4.39659 0.45010
H 2.78723 3.80129 -0.41883
H 4.96246 3.49804 -1.55921
H 4.47209 1.43041 -2.41345
H 2.97459 2.03896 -1.91092
H 6.45880 3.08579 0.22115
H 6.47338 1.62729 -0.73805
O 2.07965 -0.21530 -1.24858
C 1.10582 -0.83591 -1.81371
O -0.02828 -0.30158 -1.84953
C 1.29902 -2.24335 -2.28688
C -0.02028 -2.98502 -2.43759
Ge -1.37655 -2.92556 -0.99959
C -0.89745 -2.32944 0.84216
C -1.60128 -3.00735 1.84426
C -1.52464 -2.64202 3.18173
C -0.74664 -1.56318 3.56645
C -0.03289 -0.87482 2.59821
C -0.10425 -1.26106 1.26691
C -2.01538 -4.75531 -0.80443
C -1.24110 -5.71696 -0.15279
C -1.65802 -7.03762 -0.08267
C -2.85936 -7.41651 -0.66812
C -3.63658 -6.47403 -1.32286
C -3.21559 -5.15096 -1.39104
C -2.88050 -1.78815 -1.52160
C -4.03187 -1.80813 -0.73398
C -5.09444 -0.95404 -0.99428
C -5.02006 -0.06131 -2.05404
C -3.88560 -0.03531 -2.85411
C -2.82554 -0.89126 -2.58804
H 1.96364 -2.72105 -1.56380
H 1.85082 -2.22090 -3.23184
H 0.18673 -4.04088 -2.61963
H -0.55465 -2.62966 -3.32125
H -2.22694 -3.85167 1.58207
H -2.08884 -3.19702 3.91997
H -0.69552 -1.26143 4.60411
H 0.58369 -0.03424 2.89502
H 0.54388 -0.75211 0.54913
H -0.30395 -5.43473 0.31723
H -1.04853 -7.77151 0.42896
H -3.18739 -8.44632 -0.61300
H -4.57237 -6.76600 -1.78176
H -3.83363 -4.42340 -1.90464
H -4.10345 -2.49138 0.10623
H -5.97516 -0.98065 -0.36566
H -5.84321 0.61144 -2.25667
H -3.82278 0.65657 -3.68446
H -1.94075 -0.83441 -3.20911
C -2.31821 4.89512 2.37624
C -2.34728 3.57463 1.66213
C -2.96884 2.46232 2.21043
C -3.01937 1.25536 1.52483
Cl -3.85780 -0.07833 2.24618
C -2.44606 1.12298 0.27758
C -1.79837 2.22721 -0.28783
C -1.76752 3.44296 0.39901
O -1.24332 4.57826 -0.15626
C 0.11788 4.49079 -0.52452
C 0.38987 3.76671 -1.85675
O -0.06158 4.18818 -2.88779
O 1.17635 2.70326 -1.76454
H -2.85766 4.83371 3.31940
H -2.76920 5.67701 1.76600
H -1.29363 5.20776 2.58495
H -3.43802 2.53519 3.18342
H -2.52537 0.19591 -0.27552
H -1.51302 2.19108 -1.33558
H 0.66724 4.00996 0.29243
H 0.46387 5.51824 -0.64379


45
Properties=species:S:1:pos:R:3 method="wB97M-V/def2-TZVPD" s_squared=0.7721 multiplicity=2 total_charge=0 homo_ev="-5.6 / -7.9" lumo_energy_ev="-0.36 / -0.33"
Y 0.26436 0.15214 0.57942
C 3.72921 -2.92760 -2.78197
C 4.40375 -1.71262 -2.76354
C 3.80214 -0.57462 -2.25208
C 2.50011 -0.64448 -1.75963
C 1.82274 -1.86166 -1.77976
C 2.43453 -2.99731 -2.28536
N 1.84834 0.45900 -1.15895
N 2.40202 1.59605 -1.37346
C 1.81149 2.65712 -0.67027
C 2.30335 3.92482 -0.99715
C 1.80692 5.04064 -0.35175
C 0.83392 4.88397 0.63028
C 0.36806 3.61331 0.95011
C 0.82267 2.44928 0.31983
H 4.20861 -3.81279 -3.17852
H 5.41517 -1.65432 -3.14568
H 4.31885 0.37353 -2.22261
H 0.80540 -1.93597 -1.40546
H 1.89756 -3.93714 -2.29347
H 3.07084 4.00542 -1.75725
H 2.17737 6.02659 -0.60245
H 0.44436 5.75078 1.15105
H -0.37763 3.53805 1.73921
N -3.07388 -2.61105 2.15159
C -3.27601 -1.30636 1.40688
C -4.75696 -1.09820 1.13406
P -2.19069 -1.35714 -0.05497
O -3.07530 -2.15729 -1.11543
O -0.96840 -2.11430 0.40936
O -1.85579 0.02987 -0.53064
P -2.61918 -0.06858 2.66746
O -3.48500 1.24031 2.39482
O -2.99986 -0.73319 3.93860
O -1.17168 0.22726 2.35749
H -3.74181 -3.32638 1.87154
H -3.16510 -2.33965 3.16093
H -2.11599 -2.93833 1.96446
H -5.16308 -1.92350 0.54593
H -4.89525 -0.18071 0.56610
H -5.31334 -0.99907 2.06728
H -2.88278 -1.91963 -2.03158
H -3.00211 1.88950 1.86653
S 4.08378 -0.34912 1.34428
C 2.55432 -0.37664 1.29477


26
Properties=species:S:1:pos:R:3 method="wB97M-V/def2-TZVPD" smiles="CC(C)=NN(O)C(C)(C)C" total_charge=0 homo_ev=-8.1 lumo_energy_ev=0.76
C 1.72565 -2.09479 0.84549
C 1.84652 -0.64077 0.48758
C 3.21089 -0.03947 0.58066
N 0.93279 0.08761 -0.07237
N -0.33223 -0.34350 0.01862
O -0.53189 -0.62528 1.58068
C -1.30348 0.62027 -0.52750
C -1.02602 2.05352 -0.06977
C -2.69970 0.17580 -0.09010
C -1.17487 0.50238 -2.05452
H 0.88683 -2.55906 0.32523
H 2.63638 -2.61586 0.55728
H 1.58689 -2.21537 1.91910
H 3.91184 -0.58464 -0.04976
H 3.56623 -0.10896 1.60623
H 3.18967 1.00242 0.26953
H -0.99467 -1.45626 1.76068
H -0.04428 2.37290 -0.40435
H -1.78037 2.72661 -0.46868
H -1.04837 2.09875 1.01608
H -2.87751 -0.86134 -0.37168
H -2.80670 0.26960 0.98781
H -3.44988 0.80104 -0.56887
H -0.16801 0.77442 -2.36429
H -1.88020 1.17717 -2.53499
H -1.37551 -0.51719 -2.37810


9
Properties=species:S:1:pos:R:3 method="wB97M-V/def2-TZVPD" total_charge=-1 homo_ev="-2.5 / -2.6" lumo_energy_ev="3.45 / 3.49"
C -1.30372 1.38150 -0.16134
C -0.58797 0.27266 0.54551
O -3.83848 -0.55467 -1.35047
O -3.22706 -1.18698 0.94050
S -0.66958 2.92205 -0.22504
S -3.72520 -0.14207 0.07346
H 0.49690 0.31728 0.49993
H -0.72806 0.40862 1.56273
H -1.07252 -0.74620 0.28882